(1)
ORCA calculation (ωB97M-V with the def2-TZVPD basis set) on one molecule with the formula C2H5IN2 at a distorted geometry.

XYZ file:
```
10
C2H5IN2, DFT ωB97M-V with the def2-TZVPD basis set
C 0.436 0.322 -0.450
C -0.563 0.610 0.645
N 0.519 -1.168 -0.468
N 0.581 -1.825 0.565
I -2.540 0.542 -0.148
H 0.170 0.904 -1.330
H 1.332 0.720 -0.002
H -0.250 -0.147 1.419
H 0.692 -1.556 -1.392
H -0.377 1.598 1.159
```

Values from the calculation:
F_max ... 2.3 eV Å⁻¹
Total charge ... 0
HOMO level ... -0.3122 hartree
Orbital gap ... 9.0 eV
Molecular weight ... 184.0 g mol⁻¹
Electronic energy ... -13232.941 eV

(2)
ORCA calculation (ωB97M-V with the def2-TZVPD basis set) on a 2-piece molecular cluster, C2H5IN2 overall at a distorted geometry.

XYZ file:
```
10
C2H5IN2, DFT ωB97M-V with the def2-TZVPD basis set
C 0.996 1.206 -0.468
C 1.137 1.042 -1.754
N -1.491 -1.367 1.675
N -0.431 -0.957 1.267
I 0.779 -0.976 -2.382
H 0.929 2.218 0.130
H 0.843 0.363 0.139
H -2.415 -0.808 1.917
H 1.313 1.716 -2.502
H -1.659 -2.437 1.979
```

Values from the calculation:
F_max ... 3.4 eV Å⁻¹
Total charge ... 0
HOMO level ... -0.3124 hartree
Orbital gap ... 9.1 eV
Molecular weight ... 184.0 g mol⁻¹
Electronic energy ... -13231.739 eV

(3)
ORCA calculation (ωB97M-V with the def2-TZVPD basis set) on an isolated ion of composition C2H5IN3O and charge +1 at a distorted geometry.

XYZ file:
```
12
C2H5IN3O, DFT ωB97M-V with the def2-TZVPD basis set
C 0.442 1.029 -1.367
C -0.391 -0.930 -0.391
N 0.422 -0.425 -1.393
N 0.069 1.340 -0.066
N -0.372 0.219 0.632
O 0.809 1.767 -2.221
I -2.446 -1.236 -1.079
H 0.056 -1.836 0.079
H 0.697 -0.832 -2.298
H -0.266 2.216 0.467
H -1.310 0.335 1.180
H 0.392 -0.117 1.348
```

Values from the calculation:
F_max ... 4.7 eV Å⁻¹
Total charge ... +1
HOMO level (spin up / spin down) ... -0.3817 / -0.5249 hartree
2S+1 ... 3
Orbital gap (spin up / spin down) ... 6.5 / 6.3 eV
Molecular weight ... 214.0 g mol⁻¹
Electronic energy ... -16761.080 eV

Q: What is the total charge in the third record?
A: +1

Q: The lowest F_max belongs to which entry?
A: number 1

Q: What is the formula in the third record?
A: C2H5IN3O